Record 1
96
Properties=species:S:1:pos:R:3:forces:R:3 method="wB97M-V/def2-TZVPD" gap_ev=8.51 charge=0 homo_energy_ev=-7.98
Cu 0.313 -0.873 0.129 0.08 -0.02 -0.20
Cl 2.543 -3.920 0.927 -2.28 2.10 1.42
O 1.480 -2.922 1.221 0.43 0.87 -0.32
O 3.817 -3.374 1.338 -0.42 -0.79 -0.13
O 2.089 -5.054 1.667 1.15 -1.19 0.40
O 2.500 -4.186 -0.462 0.61 -0.43 -1.49
C -4.416 1.172 1.122 0.01 -0.65 -1.18
C -3.928 0.749 -0.283 -0.11 -0.87 1.70
O -3.353 1.898 -0.832 3.33 1.16 -2.19
P -1.816 1.837 -1.479 0.05 0.22 -0.06
O -0.986 0.681 -1.017 -1.19 1.58 -0.37
O -2.029 1.930 -3.070 -1.09 0.68 2.10
C -1.068 1.615 -4.033 1.11 -0.44 -1.51
C -0.392 2.761 -4.770 -0.41 0.77 0.50
O -1.169 3.327 -1.198 -1.67 -2.60 -2.26
C -1.117 3.749 0.120 0.36 0.48 1.09
C 0.230 4.375 0.315 0.93 -0.04 0.25
H -4.771 0.264 1.609 -0.55 0.27 0.22
H -3.626 1.588 1.747 0.23 -0.03 -0.28
H -5.165 1.940 0.927 -0.29 -0.17 0.60
H -3.230 -0.084 -0.199 0.38 0.13 -0.08
H -4.727 0.386 -0.929 -0.26 0.28 0.07
H -0.266 1.027 -3.586 -0.33 -0.44 -0.13
H -1.590 1.090 -4.833 -0.05 -0.66 0.40
H 0.115 2.371 -5.653 0.41 -0.17 0.38
H -1.080 3.487 -5.203 -0.34 0.03 0.32
H 0.272 3.289 -4.086 0.24 0.11 -0.31
H -1.876 4.513 0.285 -0.29 -0.11 0.04
H -1.313 2.883 0.753 0.22 0.18 0.57
H 1.066 3.687 0.187 -0.25 -0.53 0.40
H 0.455 5.097 -0.470 -0.53 0.48 0.15
H 0.290 4.820 1.308 0.16 0.19 -0.09
C 4.064 -2.868 -4.616 -1.04 -1.69 0.00
C 3.508 -2.552 -3.231 1.60 -2.18 -0.37
O 3.708 -1.212 -3.009 -1.21 4.41 0.50
P 2.463 -0.216 -2.806 0.97 0.85 0.62
O 1.568 -0.650 -1.716 -0.10 0.32 -0.99
O 3.193 1.235 -2.536 0.63 -3.23 -1.08
C 2.501 2.390 -2.127 0.04 0.77 -0.54
C 2.894 3.599 -3.034 -0.61 -1.16 0.89
O 1.734 -0.074 -4.271 0.26 -0.42 2.26
C 2.502 0.263 -5.390 0.40 1.18 -1.98
C 1.656 0.120 -6.653 0.58 -1.29 0.31
H 3.379 -2.622 -5.427 0.23 0.70 -0.08
H 5.103 -2.579 -4.770 -0.28 0.46 0.06
H 4.053 -3.955 -4.693 0.23 -0.31 0.08
H 2.518 -2.940 -2.990 -0.19 0.31 -0.33
H 4.180 -3.022 -2.513 -0.19 -0.35 0.12
H 1.449 2.104 -2.149 -0.34 0.79 0.10
H 2.782 2.629 -1.101 -0.09 -0.23 0.07
H 3.953 3.847 -2.961 -0.04 -0.13 0.27
H 2.687 3.395 -4.084 -0.30 0.18 0.07
H 2.295 4.405 -2.610 0.06 0.40 -0.51
H 2.880 1.285 -5.376 0.03 0.17 0.69
H 3.363 -0.389 -5.540 0.04 -0.08 0.42
H 2.267 0.310 -7.535 0.00 0.39 0.05
H 1.522 -0.962 -6.670 -0.88 -0.07 -0.41
H 0.713 0.665 -6.698 0.19 -0.12 0.18
C 1.377 -1.514 6.368 0.04 0.77 0.77
C 0.021 -1.376 5.694 0.10 -2.18 2.79
O 0.075 -0.578 4.605 -1.14 1.27 -4.21
P -1.179 -0.537 3.551 0.52 -2.65 0.50
O -0.811 0.039 2.259 0.11 0.22 -0.08
O -1.762 -2.092 3.459 0.42 2.35 0.42
C -2.972 -2.191 2.666 -1.09 -0.11 -0.30
C -4.285 -2.186 3.474 0.12 -0.18 0.28
O -2.341 0.196 4.333 0.34 -1.45 -0.32
C -2.211 1.558 4.578 -1.69 2.04 0.05
C -3.625 2.087 4.977 1.59 0.14 0.92
H 2.170 -1.826 5.688 -0.13 0.09 -0.03
H 1.634 -0.592 6.890 0.36 0.34 -0.41
H 1.352 -2.210 7.207 -0.32 -0.41 -0.27
H -0.247 -2.408 5.465 -0.55 0.09 -0.36
H -0.723 -0.930 6.354 -0.05 -0.40 0.57
H -3.005 -1.390 1.928 0.17 0.17 0.02
H -2.923 -3.099 2.065 0.36 -0.12 0.29
H -4.326 -2.968 4.232 0.49 0.13 0.28
H -4.508 -1.220 3.928 0.27 -0.04 0.13
H -5.170 -2.439 2.890 0.25 0.14 -0.70
H -1.460 1.789 5.334 -0.06 -0.35 0.26
H -1.912 2.106 3.684 0.19 -0.17 -0.24
H -4.128 1.408 5.665 -0.11 -0.38 -0.45
H -3.392 2.916 5.645 -0.39 0.60 -0.35
H -4.238 2.391 4.129 0.05 -0.16 0.18
C -1.079 -5.114 -0.237 -0.48 -0.72 0.42
C -1.253 -3.685 -0.441 -0.37 3.96 -0.66
N -1.459 -2.533 -0.643 0.90 -3.96 0.94
H -0.604 -5.626 -1.074 0.02 0.32 -0.02
H -2.066 -5.546 -0.072 -0.25 0.01 -0.40
H -0.573 -5.408 0.682 0.56 0.67 -0.05
C 2.720 -0.120 3.351 0.15 -0.13 0.25
C 2.298 0.538 2.121 -0.94 2.07 -2.52
N 1.943 1.110 1.152 1.02 -1.83 2.73
H 2.315 0.330 4.257 -0.43 0.17 -0.40
H 3.797 -0.060 3.508 0.08 -0.27 -0.54
H 2.364 -1.148 3.285 0.30 -0.12 0.08


Record 2
81
Properties=species:S:1:pos:R:3:forces:R:3 method="wB97M-V/def2-TZVPD" gap_ev="7.74 / 5.05" charge=+3 spin_multiplicity=4 homo_energy_ev="-18.02 / -18.02"
Mn 0.718 -0.195 -0.573 3.34 1.72 2.51
P 0.685 1.209 -2.293 0.43 2.31 -2.81
P 1.236 -1.868 0.794 1.51 -2.51 1.77
N 2.429 -1.034 -1.784 -0.75 0.81 0.71
C 1.605 0.301 -3.679 0.04 -0.37 0.47
H 0.969 0.234 -4.578 0.24 0.02 0.42
H 2.504 0.878 -3.960 -0.43 -0.28 0.26
C 1.999 -1.104 -3.201 -0.19 -0.16 -0.53
H 1.138 -1.790 -3.254 0.36 0.12 -0.06
H 2.809 -1.517 -3.839 -0.40 0.17 0.44
C 3.063 -2.262 -1.224 0.42 -0.35 0.22
H 3.907 -1.935 -0.593 -0.31 -0.14 -0.28
H 3.485 -2.877 -2.042 -0.25 0.35 0.34
C 2.073 -3.067 -0.380 -0.40 0.35 -0.17
H 2.579 -3.911 0.120 -0.30 0.44 -0.04
H 1.278 -3.481 -1.022 0.24 -0.02 0.16
C -0.077 -2.886 1.687 -0.13 0.14 -0.05
C -1.495 -2.653 1.141 -0.25 -0.21 -0.06
H -1.672 -3.192 0.194 0.04 0.18 0.42
H -1.685 -1.578 0.978 0.22 -0.97 0.24
H -2.236 -3.016 1.876 0.32 0.00 -0.32
C 2.542 -1.570 2.118 0.02 0.55 -0.61
C 2.023 -0.540 3.134 0.24 0.68 0.33
H 2.793 0.229 3.325 -0.38 -0.31 -0.09
H 1.783 -1.017 4.101 0.16 0.38 -0.56
H 1.116 -0.039 2.755 0.41 0.04 0.23
C 1.597 2.858 -2.237 -0.03 -0.04 0.18
C 0.689 3.945 -1.645 -0.32 -0.01 0.37
H 1.263 4.796 -1.234 -0.16 -0.51 -0.24
H 0.071 3.513 -0.837 0.18 0.46 -0.13
H 0.019 4.350 -2.426 0.27 -0.19 0.48
C -0.961 1.572 -3.136 0.10 -0.47 0.28
C -2.002 2.163 -2.172 -0.23 0.21 -0.11
H -3.016 2.022 -2.589 0.42 0.11 0.13
H -1.851 3.244 -2.011 -0.13 -0.54 -0.06
H -1.960 1.666 -1.191 -0.05 0.29 -0.25
C -0.621 -1.125 -1.279 -5.85 -4.78 -4.57
O -1.504 -1.718 -1.800 3.90 2.66 2.20
C 3.101 -2.826 2.799 0.19 -0.66 -0.05
H 2.492 -3.719 2.569 0.45 0.22 0.14
H 4.142 -3.040 2.500 -0.50 0.09 0.09
H 3.090 -2.699 3.898 0.09 -0.10 -0.55
C 2.055 3.250 -3.652 0.61 -0.05 -0.44
H 1.856 4.319 -3.840 0.15 -0.47 0.08
H 3.140 3.074 -3.763 -0.50 0.18 -0.08
H 1.538 2.665 -4.431 0.47 0.59 0.30
C -0.838 2.383 -4.434 -0.09 0.25 -0.19
H -1.831 2.497 -4.906 0.40 -0.15 0.26
H -0.448 3.398 -4.239 -0.32 -0.52 -0.16
H -0.172 1.898 -5.170 -0.44 0.25 0.28
C -0.020 -2.592 3.197 -0.01 -0.26 0.29
H -0.139 -1.520 3.422 -0.14 -0.51 -0.15
H -0.824 -3.131 3.725 0.32 0.04 -0.28
H 0.951 -2.927 3.607 -0.89 0.25 -0.02
H 0.194 -3.946 1.519 -0.05 0.46 0.07
H -1.297 0.547 -3.387 0.10 0.30 -0.06
H 3.347 -1.080 1.535 -0.32 -0.19 0.23
H 2.481 2.725 -1.583 -0.48 -0.11 -0.20
H 3.096 -0.263 -1.687 -0.13 -0.25 -0.09
H 1.951 0.670 0.168 -0.94 -0.49 -0.56
C -3.791 -0.430 -0.099 -0.41 0.43 -0.84
N -3.398 0.115 1.229 0.98 -0.39 0.50
C -4.254 -0.477 2.262 -0.60 -1.00 0.79
C -2.021 0.731 1.553 2.00 -0.84 3.46
N -0.973 0.396 0.769 -2.23 2.20 1.75
N -1.744 1.309 2.873 -2.50 -1.83 -2.97
C -2.547 1.209 4.103 -0.13 0.45 1.03
C -0.539 2.079 3.079 0.90 0.71 -0.20
H -4.855 -0.756 -0.149 0.57 0.72 0.70
H -3.286 -1.382 -0.332 0.37 0.45 0.29
H -3.674 0.298 -0.911 0.42 -0.11 0.26
H -3.650 -1.099 2.962 -0.23 1.04 -0.03
H -4.913 0.289 2.712 0.59 -0.21 0.19
H -4.974 -1.242 1.883 0.70 0.85 -0.53
H -1.590 0.216 0.041 -0.63 -0.95 -2.96
H -1.939 0.729 4.901 0.05 0.53 -0.52
H -2.860 2.215 4.443 0.52 -0.30 -0.17
H -3.455 0.634 4.125 0.00 -0.16 -0.77
H 0.090 1.575 3.843 -0.29 0.25 -0.46
H 0.031 2.226 2.143 -0.34 -0.26 0.52
H -0.814 3.078 3.482 0.05 -0.58 -0.18


Relative energy (zero: lowest compared OMol25 entry of this formula, charge and spin) across the listed records, respectively: 1.4630, 4.5555 eV.